Record 1
Entry from OMol25: 2 unconnected molecules or ions with the total composition C4H6IN2P in a non-equilibrium geometry (ωB97M-V/def2-TZVPD).

```
14
Properties=species:S:1:pos:R:3:forces:R:3
C -0.733 -2.114 0.604 -1.77 0.98 -0.97
C 0.286 -1.278 0.676 -0.60 0.63 -1.79
C -1.124 -0.800 -1.030 1.32 0.08 1.04
C 1.258 1.692 0.734 -1.11 -0.88 1.34
N -1.662 -1.742 -0.363 -0.39 -2.06 -0.01
N 0.079 -0.397 -0.443 0.33 -0.83 1.04
P 0.906 0.987 -0.917 0.70 0.94 -0.35
I -1.499 3.057 -3.164 0.06 -0.06 0.04
H -0.833 -2.966 1.170 -0.63 -1.65 1.29
H 1.003 -1.459 1.436 1.30 1.06 -0.07
H -1.473 -0.461 -1.975 -0.19 0.79 -0.33
H 1.347 2.774 0.626 -0.11 -0.04 0.16
H 2.136 1.320 1.313 -0.52 0.12 -0.64
H 0.308 1.387 1.335 1.61 0.94 -0.75
```
Forces are in eV/Å.

The energy above the lowest of the compared OMol25 structures with the same formula, charge and spin comes out at 0.000 eV. For the HOMO energy (spin up / spin down), the calculation gives -7.85 / -9.53 eV. The multiplicity is 3. As for the max |F|: 2.2 eV/A. The gap between HOMO and LUMO (spin up / spin down) comes out at 8.653 / 6.303 eV. For the LUMO energy (spin up / spin down), the calculation gives 0.8 / -3.2 eV.


Record 2
Entry from OMol25: a single C5H10O molecule in a non-equilibrium geometry (ωB97M-V/def2-TZVPD).

```
16
Properties=species:S:1:pos:R:3:forces:R:3
C -1.328 -1.450 0.927 0.19 0.19 -0.13
C -1.132 0.019 0.422 0.24 0.35 0.04
C 0.046 0.226 -0.620 0.45 0.20 0.12
C 1.078 1.588 -0.858 -0.80 -0.02 -0.04
C 1.273 -0.435 -0.133 0.30 -0.47 0.33
O 1.606 -0.430 1.032 0.07 -0.64 -0.30
H -0.416 -1.840 1.388 -0.12 0.10 -0.12
H -2.105 -1.466 1.710 0.25 0.16 -0.35
H -1.652 -2.165 0.155 0.14 0.37 0.01
H -2.115 0.335 0.040 0.53 0.24 -0.17
H -0.923 0.611 1.312 -0.02 0.15 -0.02
H -0.307 -0.145 -1.598 0.56 0.29 0.27
H 0.824 2.407 -0.184 -0.39 -0.09 -0.15
H 2.163 1.417 -0.635 -1.08 -0.36 -0.05
H 1.103 1.912 -1.905 -0.57 -0.03 0.25
H 1.939 -0.740 -0.965 0.25 -0.42 0.30
```
Forces are in eV/Å.

The energy above the lowest of the compared OMol25 structures with the same formula, charge and spin comes out at 1.746 eV. For the HOMO energy, the calculation gives -9.41 eV. The multiplicity is 1. The SMILES is CC[C@@H](C)C=O. As for the max |F|: 1.1 eV/A. The gap between HOMO and LUMO comes out at 10.458 eV. For the LUMO energy, the calculation gives 1.0 eV.


Record 3
Entry from OMol25: a single C8H8Cl2O3 molecule in a non-equilibrium geometry (ωB97M-V/def2-TZVPD).

```
21
Properties=species:S:1:pos:R:3:forces:R:3
C 1.383 -1.570 -0.374 -1.39 -0.99 -0.06
C 2.405 -0.601 -0.380 0.27 -0.08 0.85
C -0.346 0.117 -1.055 -0.58 -0.04 0.41
C 0.066 -1.235 -0.643 2.88 0.44 0.69
C -0.839 -2.331 -0.690 -0.19 -0.94 0.59
C 2.365 0.643 0.048 0.92 3.08 0.31
C -1.256 0.872 -0.432 -1.17 -1.63 -0.39
C -2.708 1.025 1.541 -1.13 1.65 -0.85
O -0.649 -3.410 -0.181 -0.15 -0.42 0.10
O 3.570 1.281 -0.061 0.62 -1.12 -0.44
O -2.014 0.314 0.521 -0.11 -0.55 0.43
Cl 1.162 1.682 0.745 0.87 -0.27 0.48
Cl -1.800 2.421 -0.928 0.41 0.55 -0.43
H 1.722 -2.635 -0.137 -1.01 1.51 -0.61
H 3.459 -0.799 -0.441 0.21 -0.92 -0.66
H 0.241 0.620 -1.765 0.69 0.48 -1.06
H -1.693 -2.115 -1.279 -1.58 -0.04 -0.76
H -3.828 0.846 1.423 1.34 0.56 -0.26
H -2.457 2.176 1.466 -0.59 -2.47 0.68
H -2.486 0.508 2.462 0.56 0.43 0.46
H 3.704 2.191 0.160 -0.88 0.76 0.51
```
Forces are in eV/Å.

The energy above the lowest of the compared OMol25 structures with the same formula, charge and spin comes out at 0.835 eV. For the HOMO energy, the calculation gives -8.17 eV. The multiplicity is 1. The SMILES is CO\C(Cl)=C/C(C=O)=C\C=C(\O)Cl. As for the max |F|: 3.2 eV/A. The gap between HOMO and LUMO comes out at 8.027 eV. For the LUMO energy, the calculation gives -0.1 eV.


Record 4
Entry from OMol25: a molecular structure, C20H17BrLaN2O5 in a non-equilibrium geometry (ωB97M-V/def2-TZVPD).

```
46
Properties=species:S:1:pos:R:3:forces:R:3
La 1.337 -3.843 16.933 -0.46 -0.02 -2.84
O 0.522 -1.452 19.879 -0.31 -2.02 -0.02
C 0.287 -2.506 19.322 -0.48 3.04 -1.29
O 0.030 -2.490 17.947 -0.27 0.12 2.63
C 0.107 -3.869 19.978 -0.16 0.16 0.25
C -0.977 -4.686 19.221 1.21 -1.30 -0.10
C -1.523 -5.765 20.146 -0.49 0.00 -0.25
C -0.323 -6.720 20.340 0.19 -0.19 0.12
C 0.748 -6.148 19.418 -1.19 0.98 -0.71
O -0.112 -5.553 18.279 -0.02 0.62 1.90
C 1.369 -4.843 19.975 -0.70 -0.30 -0.15
C 2.422 -4.374 19.009 3.34 0.32 -0.48
O 2.791 -3.136 18.929 -1.14 -3.86 0.27
O 2.731 -5.255 18.023 0.19 2.01 2.93
H -0.196 -3.662 21.015 0.08 -0.13 -0.33
H -1.698 -4.113 18.627 0.36 -0.19 0.26
H -1.929 -5.360 21.070 0.18 0.11 0.08
H -2.361 -6.260 19.650 0.16 -0.12 0.01
H 0.035 -6.776 21.372 -0.03 0.22 -0.05
H -0.575 -7.747 20.073 0.00 0.13 -0.18
H 1.468 -6.809 18.958 -0.10 -0.17 0.15
H 1.824 -4.969 20.961 -0.21 0.14 0.00
Br 7.737 -0.389 15.097 0.20 0.09 -0.01
C 6.032 -1.134 14.989 -1.04 -0.43 0.00
C 5.542 -1.907 16.055 0.02 0.18 -0.39
C 4.266 -2.451 15.967 -0.07 0.16 -0.08
C 3.455 -2.221 14.840 1.20 0.56 -0.27
C 3.946 -1.452 13.767 0.64 -0.06 0.77
C 5.239 -0.905 13.849 -0.56 -0.24 0.10
N 2.189 -2.788 14.863 -2.67 0.12 -3.00
C 1.276 -2.664 13.886 4.61 0.88 2.32
C 0.020 -3.261 13.981 -3.92 -1.48 -0.27
C -0.939 -3.035 12.950 1.00 0.08 0.86
C -2.183 -3.615 13.051 -0.39 -0.74 0.73
C -2.474 -4.451 14.165 -0.31 0.59 -0.99
C -1.519 -4.639 15.133 1.20 0.75 -0.34
N -0.303 -4.042 15.046 -0.56 -0.27 -0.99
H 6.153 -2.071 16.941 -0.16 0.03 -0.25
H 3.903 -3.034 16.824 0.31 0.22 -0.32
H 3.289 -1.313 12.914 0.52 0.28 -0.05
H 5.635 -0.283 13.049 -0.14 -0.22 0.14
H 1.499 -2.071 13.008 -0.10 -0.01 -0.13
H -0.658 -2.370 12.138 -0.20 -0.20 0.00
H -2.931 -3.446 12.280 0.12 -0.06 0.21
H -3.445 -4.927 14.276 0.18 0.11 -0.15
H -1.679 -5.273 16.001 -0.01 0.11 -0.09
```
Forces are in eV/Å.

The energy above the lowest of the compared OMol25 structures with the same formula, charge and spin comes out at 0.000 eV. For the HOMO energy (spin up / spin down), the calculation gives -11.55 / -11.55 eV. The multiplicity is 1. As for the max |F|: 5.2 eV/A. The gap between HOMO and LUMO (spin up / spin down) comes out at 6.547 / 6.546 eV. As for the net charge: +1. For the LUMO energy (spin up / spin down), the calculation gives -5.0 / -5.0 eV.


Record 5
Entry from OMol25: a molecular structure, C42H32FHgN6O7 in a non-equilibrium geometry (ωB97M-V/def2-TZVPD).

```
89
Properties=species:S:1:pos:R:3:forces:R:3
Hg -0.613 0.946 0.918 -0.20 -0.15 -0.02
O -0.993 2.730 2.408 -0.01 0.04 0.17
C -0.816 2.752 3.663 0.03 -0.06 -0.21
C -1.739 3.459 4.505 0.00 0.03 0.10
C -1.561 3.570 5.858 0.02 -0.04 -0.02
C -0.454 2.984 6.504 -0.04 0.03 -0.06
C 0.439 2.282 5.732 0.00 0.00 0.04
C 0.289 2.131 4.342 0.13 -0.08 0.01
C 1.298 1.339 3.680 -0.11 0.02 0.10
N 1.315 0.932 2.472 0.04 0.10 -0.13
C 2.444 0.147 2.021 -0.08 0.06 -0.04
C 1.951 -1.055 1.222 0.01 0.00 -0.06
N 1.130 -0.580 0.133 0.10 0.09 0.16
C 1.304 -1.016 -1.039 -0.03 -0.07 -0.01
C 0.448 1.008 -2.494 0.12 -0.23 0.05
C 0.643 0.654 -4.003 0.02 0.01 0.06
C -0.595 0.743 -4.832 0.11 -0.06 0.01
C -1.685 1.349 -4.354 -0.11 0.12 0.17
C -1.781 1.929 -3.030 -0.11 -0.01 -0.32
C -0.807 1.788 -2.088 0.28 -0.03 0.32
O -0.901 2.251 -0.889 -0.05 -0.05 -0.07
H -2.593 3.903 4.009 0.00 0.01 0.01
H -2.293 4.114 6.446 -0.01 0.01 0.00
H -0.316 3.078 7.573 -0.01 0.00 0.01
H 1.298 1.810 6.202 0.00 0.00 -0.01
H 2.134 1.043 4.334 0.03 0.00 0.03
H 3.066 -0.193 2.861 0.03 0.00 0.04
H 3.061 0.766 1.360 -0.01 0.01 0.00
H 1.337 -1.690 1.864 -0.01 -0.02 -0.03
H 2.805 -1.644 0.865 0.02 -0.03 -0.04
H 2.057 -1.789 -1.232 0.02 0.02 -0.02
H 1.461 1.203 -4.483 -0.01 0.05 0.00
H -0.569 0.306 -5.825 -0.02 -0.01 0.01
H -2.568 1.400 -4.985 -0.01 0.01 0.01
H -2.705 2.404 -2.725 0.01 0.01 -0.02
C 2.178 -3.489 -3.440 0.01 -0.01 0.00
C 2.815 -2.362 -4.252 -0.05 0.01 0.09
C 4.317 -2.563 -4.349 0.03 0.00 0.03
C 4.972 -1.308 -4.892 0.00 0.01 -0.01
C 4.696 -0.166 -3.955 0.00 -0.02 0.00
C 5.684 0.749 -3.655 0.01 -0.02 -0.06
C 5.384 1.820 -2.839 0.04 0.00 0.00
F 6.364 2.724 -2.549 -0.01 -0.01 -0.01
C 4.127 1.992 -2.336 -0.11 0.02 0.05
C 3.100 1.078 -2.606 -0.06 0.01 0.05
C 1.771 1.510 -1.939 0.01 0.07 -0.09
O 1.864 2.234 -0.979 0.02 0.06 0.01
C 0.494 -0.553 -2.185 -0.44 0.11 -0.23
C 1.053 -0.776 -3.600 0.13 0.02 0.06
N 2.477 -1.053 -3.684 -0.05 0.08 -0.15
C 3.394 -0.056 -3.408 -0.06 -0.09 -0.01
C -0.935 -1.299 -1.955 0.98 -0.46 0.51
O -1.079 -2.304 -2.665 -0.29 0.18 -0.22
O -1.533 -0.888 -0.958 -0.51 0.21 -0.13
H 2.354 -4.448 -3.937 0.01 0.02 0.00
H 1.101 -3.357 -3.318 0.03 -0.01 0.03
H 2.635 -3.531 -2.448 -0.01 -0.04 -0.02
H 2.400 -2.405 -5.269 0.00 0.03 -0.04
H 4.509 -3.432 -4.982 0.02 -0.01 0.01
H 4.721 -2.782 -3.355 0.00 0.00 0.00
H 4.550 -1.086 -5.880 0.01 0.01 0.00
H 6.049 -1.433 -5.020 0.01 -0.01 -0.01
H 6.677 0.646 -4.078 -0.01 0.00 0.01
H 3.898 2.839 -1.703 0.00 -0.01 0.00
H 0.507 -1.560 -4.120 0.01 0.00 -0.04
O -7.470 -2.379 3.746 0.01 0.01 0.00
N -7.046 -1.499 2.943 -0.04 0.07 -0.04
O -7.857 -0.829 2.235 0.02 -0.05 0.04
C -5.678 -1.278 2.863 0.00 0.09 -0.09
C -4.862 -2.031 3.698 0.14 -0.01 -0.01
C -3.462 -1.879 3.701 -0.09 -0.04 0.05
C -2.625 -2.608 4.573 -0.01 -0.06 0.04
C -1.273 -2.394 4.559 0.03 0.00 -0.02
C -0.746 -1.460 3.660 -0.04 -0.04 0.05
N -1.499 -0.779 2.815 -0.06 -0.01 0.00
C -2.825 -0.966 2.830 0.06 0.07 -0.07
C -3.665 -0.168 1.939 0.12 0.01 0.13
N -3.034 0.709 1.151 0.15 0.11 -0.12
C -3.717 1.504 0.353 -0.01 -0.01 -0.12
C -5.104 1.457 0.302 0.02 -0.01 0.01
C -5.781 0.561 1.098 -0.01 -0.02 -0.01
C -5.072 -0.297 1.959 -0.13 -0.05 0.04
H -5.331 -2.738 4.364 0.01 0.00 0.01
H -3.076 -3.323 5.252 0.02 0.00 0.01
H -0.609 -2.929 5.228 -0.01 0.00 0.00
H 0.317 -1.252 3.641 -0.02 0.01 0.02
H -3.125 2.172 -0.264 -0.02 -0.01 0.03
H -5.641 2.119 -0.365 -0.01 -0.01 0.00
H -6.855 0.493 1.081 0.01 0.00 0.01
```
Forces are in eV/Å.

The energy above the lowest of the compared OMol25 structures with the same formula, charge and spin comes out at 0.000 eV. For the HOMO energy (spin up / spin down), the calculation gives -0.80 / -1.96 eV. The multiplicity is 2. As for the max |F|: 1.2 eV/A. The gap between HOMO and LUMO (spin up / spin down) comes out at 4.541 / 5.706 eV. As for the net charge: -2. For the LUMO energy (spin up / spin down), the calculation gives 3.7 / 3.7 eV.